Entry from the Open Molecules 2025 dataset: C18H26N2O4S in the gas phase (the ωB97M-V functional and the def2-TZVPD basis).

The geometry in XYZ format:
```
51
Properties=species:S:1:pos:R:3:forces:R:3
S -0.6723 0.4699 4.0236 0.181 -0.201 -0.135
O -1.4849 1.6549 4.0369 0.206 0.148 -0.210
O -1.3075 -1.6944 -4.2700 0.085 0.016 0.233
O -0.9692 1.6592 -1.0941 -0.226 0.414 0.102
O -0.8353 -0.4667 5.0978 0.127 -0.187 -0.080
N -0.2374 -0.1766 -2.1820 0.107 -0.281 -0.336
N -0.8772 -0.3918 2.5879 0.383 0.352 0.841
C 2.7550 2.5770 3.6628 -0.005 -0.131 0.036
C -1.9981 -1.2762 0.1009 0.212 -0.249 0.079
C -2.0870 -1.1929 2.5932 -0.372 -0.515 0.296
C -2.0945 -2.1106 1.3755 -0.067 0.310 0.017
C 3.3390 0.2574 3.8409 -0.113 0.020 0.007
C -1.1879 -2.1620 -5.6021 -0.013 -0.192 -0.383
C 1.4140 2.2514 3.7599 -0.146 0.107 0.005
C -1.5135 -0.2830 -4.2643 0.149 0.610 0.168
C 3.7312 1.5850 3.7020 -0.081 0.035 0.013
C 1.0499 0.9259 3.8970 -0.569 -0.087 -0.038
C -0.6760 0.4831 -1.0835 0.355 -0.462 0.317
C -0.7424 -0.3959 0.1606 -0.279 0.298 0.124
C -0.3509 0.3825 -3.5072 -0.382 -0.123 -0.181
C -0.8257 -0.9470 -6.4520 -0.042 -0.123 0.198
C -1.5899 0.1615 -5.7301 -0.012 -0.201 0.153
C -0.7898 0.4632 1.4243 0.197 0.417 -0.591
C 1.9993 -0.0756 3.9394 0.059 -0.116 0.031
C 5.1784 1.9517 3.5832 -0.008 0.009 -0.048
H -2.1483 -2.5879 -5.9255 0.108 0.004 0.001
H 4.0892 -0.5190 3.8762 0.065 -0.074 0.016
H -2.8765 -0.6320 0.0180 -0.049 0.036 -0.067
H -3.0100 -2.7034 1.3733 0.017 -0.035 0.040
H 5.8175 1.1174 3.8593 0.085 -0.021 0.013
H -0.5338 1.4525 -3.3955 0.058 -0.078 -0.074
H 1.6731 -1.0961 4.0588 0.054 -0.181 0.004
H 5.4074 2.2350 2.5559 0.083 0.020 -0.045
H -0.1570 -1.1820 -2.1558 -0.004 0.057 0.156
H 0.1219 1.0579 1.5113 -0.078 0.063 -0.159
H 5.4117 2.8016 4.2211 0.075 0.044 0.034
H -1.1529 1.1463 -5.8755 -0.028 0.090 -0.024
H -2.6274 0.1828 -6.0635 -0.007 0.055 -0.014
H 0.5857 0.2175 -4.0476 -0.050 0.082 -0.066
H -0.4307 -2.9490 -5.6187 -0.080 0.032 -0.041
H 0.1439 -1.0369 0.2028 -0.004 0.005 -0.037
H -1.2415 -2.7884 1.4347 0.005 -0.086 0.026
H -2.0828 -1.7611 3.5240 -0.168 -0.046 -0.112
H -1.9698 -1.9254 -0.7772 -0.060 0.037 -0.027
H -1.6416 1.1546 1.3700 0.097 -0.037 -0.032
H 3.0512 3.6103 3.5572 0.014 0.113 -0.003
H -2.4429 -0.0758 -3.7187 0.103 -0.009 -0.066
H -2.9767 -0.5456 2.5801 -0.008 -0.061 -0.007
H 0.6402 3.0025 3.7363 -0.048 0.143 -0.027
H 0.2479 -0.7611 -6.4110 0.033 -0.018 -0.040
H -1.1249 -1.0652 -7.4903 0.039 -0.001 -0.064
```
Positions in Å, forces in eV/Å.

Computed properties:
Molecular weight, Da: 366.5
Orbital gap, eV: 9.99

Atom charges from the Löwdin analysis, given in e for atoms 1 to 6: 0.68 -0.28 -0.12 0.08 -0.28 0.08

---

Entry from the Open Molecules 2025 dataset: C18H26N2O4S in the gas phase (the ωB97M-V functional and the def2-TZVPD basis).

The geometry in XYZ format:
```
51
Properties=species:S:1:pos:R:3:forces:R:3
S 2.2765 1.4971 -0.1082 0.272 -0.090 0.272
O -3.7744 -1.4753 -2.1104 0.108 -0.237 -0.249
O 2.4472 1.6589 -1.5265 -0.184 -0.328 0.038
O 2.1895 2.6761 0.7039 -0.017 -0.101 0.229
O -2.4178 -1.8731 1.0555 0.224 0.012 0.146
N -4.3616 -0.1601 -0.3827 -0.003 0.206 -0.027
N 3.4900 0.5659 0.5654 -0.692 0.591 -0.046
C 3.9709 -0.5413 -0.2380 -0.073 -0.370 -0.388
C -0.6371 -0.5432 1.7503 -0.061 -0.041 -0.089
C 4.9938 -0.1170 -1.3030 0.023 0.123 0.053
C 0.4595 0.2523 1.4987 -0.177 -0.064 0.150
C -4.3419 1.6019 1.3180 0.215 -0.019 -0.068
C -4.5989 0.1165 1.0203 -0.244 -0.068 0.476
C -3.7633 2.1047 -1.0640 -0.001 -0.125 0.103
C -3.8361 -1.2764 -0.9087 0.057 -0.271 0.166
C -0.8945 -0.9550 -0.6179 -0.235 -0.192 0.102
C 4.7109 -1.5599 0.6564 -0.013 -0.032 -0.041
C 0.2071 -0.1501 -0.8584 0.115 0.123 -0.025
C 0.8680 0.4507 0.1921 0.498 0.307 -0.349
C -3.2992 -2.3472 0.0553 -0.051 -0.165 -0.260
C -3.2574 2.1305 0.3837 -0.119 0.118 0.036
C 6.3399 -0.2881 -0.6066 -0.054 -0.201 -0.132
C -4.7324 0.9297 -1.2632 0.040 0.173 -0.435
C -1.3295 -1.1438 0.6919 0.225 0.167 -0.003
C 6.1598 -1.6017 0.1520 0.072 0.044 0.067
H 0.5560 0.0302 -1.8631 -0.011 -0.029 -0.149
H 0.9988 0.7411 2.2931 0.021 0.009 0.203
H -5.2530 2.1853 1.1752 -0.047 0.018 0.057
H 4.2273 1.1480 0.9342 0.024 0.332 0.131
H -4.0373 1.7112 2.3588 -0.092 0.003 0.037
H 7.1728 -0.3212 -1.3069 0.071 0.101 0.032
H -2.9757 3.1450 0.6645 0.085 -0.013 0.023
H -0.9902 -0.7125 2.7553 -0.029 -0.001 0.123
H -4.1292 -2.8062 0.6006 0.101 0.040 -0.077
H 6.8742 -1.7161 0.9657 0.043 -0.098 -0.005
H 6.5125 0.5315 0.0934 0.065 0.091 0.042
H -5.6393 -0.1407 1.2640 0.093 0.008 0.043
H 3.0739 -0.9686 -0.6922 0.132 -0.153 -0.034
H -5.7582 1.2278 -1.0275 0.010 -0.026 -0.030
H -1.4052 -1.4117 -1.4494 -0.083 -0.057 -0.094
H 4.2420 -2.5409 0.6114 -0.051 -0.017 0.091
H 4.7996 0.8958 -1.6500 -0.015 -0.055 -0.110
H -2.9151 2.0094 -1.7418 -0.021 0.027 -0.083
H 6.2918 -2.4378 -0.5359 0.055 -0.036 -0.015
H -4.7008 0.5604 -2.2884 -0.120 0.070 0.153
H 4.9307 -0.7913 -2.1575 0.014 -0.034 -0.073
H -4.2822 3.0336 -1.3027 0.011 0.048 -0.048
H -2.8161 -3.1157 -0.5600 -0.101 0.181 0.053
H -2.3677 1.5043 0.4797 0.051 0.029 0.011
H -3.9443 -0.4980 1.6345 -0.094 0.052 -0.067
H 4.6658 -1.2148 1.6889 -0.038 -0.050 0.054
```
Positions in Å, forces in eV/Å.

Computed properties:
Molecular weight, Da: 366.5
Orbital gap, eV: 9.78

Atom charges from the Löwdin analysis, given in e for atoms 1 to 6: 0.65 0.05 -0.29 -0.29 -0.06 -0.04

---

Entry from the Open Molecules 2025 dataset: C18H26N2OS in the gas phase in a non-equilibrium geometry (the ωB97M-V functional and the def2-TZVPD basis).

The geometry in XYZ format:
```
48
Properties=species:S:1:pos:R:3:forces:R:3
S 0.6132 2.3097 1.3700 0.238 0.098 0.210
O 2.2738 1.3397 -1.8242 0.137 0.034 -0.103
N 0.1025 0.9292 -1.4385 -0.254 -1.110 -0.548
N -1.0746 1.3619 -0.9346 -0.192 0.777 0.194
C 1.2450 1.6400 -1.2559 0.013 0.357 -0.076
C -0.1937 -3.1813 1.0931 0.073 -0.014 0.021
C 2.9449 -1.6517 -0.3719 -0.061 -0.120 0.007
C -3.2411 -0.6733 1.1961 -0.346 -0.054 0.038
C 4.0122 -1.9844 -1.3678 -0.001 0.031 0.003
C -3.5489 -1.4372 -1.2356 0.096 -0.120 0.054
C -2.1311 0.6596 -0.9628 0.151 -0.037 -0.263
C 2.9931 -0.4383 0.3046 -0.138 -0.073 0.278
C -2.2260 -0.7360 -1.5298 0.033 -0.009 -0.123
C 1.8952 -2.5177 -0.1153 0.089 0.124 -0.041
C 2.0211 1.2479 1.8749 -0.353 0.498 -0.191
C -3.3622 1.3189 -0.4197 -0.074 0.084 0.102
C -3.7345 -1.7656 0.2484 0.069 0.080 0.028
C 1.9957 -0.0830 1.1966 0.276 -0.172 -0.073
C 0.9505 -0.9685 1.4410 0.062 -0.158 -0.073
C 1.1248 2.8058 -0.3061 0.043 -0.067 0.511
C 0.8984 -2.1949 0.8008 -0.115 0.127 0.103
C -3.8251 0.7095 0.9193 0.096 -0.124 0.033
H 0.3337 3.4756 -0.6404 0.062 0.038 -0.005
H -3.5044 1.3694 1.7264 -0.071 0.040 0.009
H -2.1534 -0.6030 1.1472 0.115 -0.043 0.093
H -4.1552 1.2416 -1.1653 -0.033 0.066 -0.017
H 0.1760 -0.6844 2.1402 -0.133 -0.004 0.076
H -4.3752 -0.8184 -1.5859 -0.023 -0.021 -0.063
H -3.1364 2.3755 -0.2791 -0.034 -0.032 -0.110
H -3.5867 -2.3682 -1.8071 -0.058 0.082 -0.039
H 2.0778 3.3313 -0.2471 -0.067 -0.064 -0.183
H -0.6585 -3.5313 0.1718 -0.091 -0.047 -0.031
H 1.8979 1.1473 2.9539 0.084 0.043 0.001
H -1.3998 -1.3380 -1.1359 0.095 -0.009 -0.036
H -4.9152 0.6589 0.9444 -0.048 0.045 0.076
H -3.1952 -2.6864 0.4825 -0.041 -0.059 -0.004
H 0.1741 0.0777 -1.9933 0.039 0.170 0.161
H -0.9563 -2.7429 1.7318 -0.103 -0.005 0.038
H 0.2203 -4.0517 1.6023 -0.060 -0.084 0.039
H 3.8184 -2.9397 -1.8493 0.034 -0.055 -0.055
H 2.9393 1.7947 1.6618 0.086 -0.091 0.123
H 4.9853 -2.0299 -0.8803 0.092 -0.031 -0.029
H 4.0557 -1.2052 -2.1273 0.048 0.015 -0.102
H -4.7942 -1.9549 0.4340 -0.009 -0.073 0.044
H 3.8092 0.2412 0.1087 0.054 0.127 -0.040
H -2.0925 -0.6711 -2.6170 0.082 -0.040 0.022
H -3.5035 -0.9638 2.2167 0.119 -0.005 0.019
H 1.8479 -3.4676 -0.6307 0.018 -0.119 -0.077
```
Positions in Å, forces in eV/Å.

Computed properties:
Molecular weight, Da: 318.5
Orbital gap, eV: 8.95

Atom charges from the Löwdin analysis, given in e for atoms 1 to 6: 0.87 0.06 0.06 0.07 -0.54 -0.05

---

Entry from the Open Molecules 2025 dataset: a molecular structure, C18H26N4O3S in a non-equilibrium geometry (the ωB97M-V functional and the def2-TZVPD basis).

The geometry in XYZ format:
```
52
Properties=species:S:1:pos:R:3:forces:R:3
S -2.8781 -0.0366 5.2613 0.432 0.626 -0.496
O 1.4769 0.8152 3.1232 -1.866 0.518 -0.356
O -2.2056 0.8128 -3.1238 0.430 0.199 0.293
O -2.3403 3.2166 1.7284 1.020 -0.833 1.203
N 5.7409 1.6526 -0.1833 1.194 0.825 -0.121
N -0.6415 0.3603 3.8480 -0.103 0.156 0.382
N -0.8549 1.3397 -0.8340 -0.398 -1.191 -1.326
N -2.1758 2.0897 3.7246 -0.252 -0.176 -0.525
C -2.3003 1.1234 -0.7275 -0.642 0.579 0.400
C 6.2111 1.4182 -1.5382 -0.487 -0.120 0.199
C 2.4432 3.1043 0.7102 0.024 -0.032 -0.064
C 0.1364 2.2594 0.7862 3.162 4.577 5.876
C -0.1690 -0.8457 4.5320 0.049 -0.125 0.001
C 3.4994 0.6777 -0.1582 -0.080 0.264 0.358
C 6.6279 1.0926 0.8233 -0.451 -0.093 -0.036
C 0.2770 1.1022 3.0514 2.030 -1.444 0.851
C 4.3597 1.7701 0.0568 -0.866 -0.091 0.235
C -2.7926 0.3286 -1.9223 0.368 -0.390 0.027
C -3.4631 2.6810 4.0445 -0.347 0.119 0.255
C 3.8156 2.9904 0.5212 -0.016 -0.982 -0.230
C -1.6463 2.5150 2.4825 -1.417 1.230 -0.799
C -1.8738 0.8380 4.2475 0.225 0.001 -0.246
C 1.5982 2.0150 0.5156 0.005 -0.858 -0.700
C -4.2879 0.3381 -2.0854 -0.394 0.218 0.147
C 2.1346 0.7844 0.1064 -0.069 0.550 -0.069
C -0.3034 2.1001 2.1684 -0.065 -1.047 -2.803
H 0.8003 -1.1228 4.1297 -0.052 0.094 -0.006
H -0.5672 1.3820 0.1979 -1.206 -1.808 -1.297
H 1.4873 -0.0865 -0.0070 0.180 0.185 0.015
H -2.4634 -0.7075 -1.7329 0.008 -0.052 -0.276
H -4.6509 1.3538 -2.2802 0.133 -0.147 -0.020
H 6.3518 1.4548 1.8207 0.084 -0.100 -0.217
H -4.5781 -0.3009 -2.9183 0.026 0.028 -0.027
H -3.7291 2.3156 5.0347 -0.129 0.239 -0.148
H -4.2234 2.3749 3.3164 0.115 0.087 0.195
H 1.9987 4.0439 1.0255 0.176 -0.016 0.018
H 5.6687 2.0662 -2.2384 0.165 -0.179 0.117
H 4.4800 3.8168 0.7371 -0.002 0.010 -0.138
H 6.0706 0.3664 -1.8413 0.125 0.100 -0.168
H -2.7990 2.0983 -0.6780 0.105 -0.144 0.068
H -0.9057 -1.6394 4.3824 0.222 0.126 -0.010
H -3.3689 3.7707 4.0319 -0.018 -0.262 -0.043
H -2.5044 0.5689 0.1948 -0.440 0.013 -0.071
H 7.2819 1.6558 -1.5737 -0.256 -0.049 -0.122
H -4.7915 -0.0265 -1.1866 0.095 -0.038 -0.015
H -0.4573 0.4407 -1.1415 0.279 0.276 0.339
H -0.1665 3.2541 0.4168 -0.504 -1.058 -0.388
H 6.5988 -0.0121 0.8224 0.080 0.099 0.142
H 7.6535 1.4071 0.5891 -0.209 -0.067 0.188
H -0.1005 -0.6594 5.6087 0.082 -0.052 -0.199
H -1.3456 1.1980 -2.8693 -0.466 -0.064 -0.424
H 3.9150 -0.2808 -0.4755 -0.082 0.301 0.030
```
Positions in Å, forces in eV/Å.

Computed properties:
Molecular weight, Da: 378.5
Orbital gap, eV: 7.00

Atom charges from the Löwdin analysis, given in e for atoms 1 to 6: 0.71 0.09 -0.03 0.06 -0.25 -0.06